Formula: C30H48F15NO11
Source: the OMol25 dataset
Level of theory: ωB97M-V with the def2-TZVPD basis set

Last columns: bonded neighbours and bond lengths (Å).
Geometry (Å):
1 C -5.683 -39.901 4.355  C2 1.549, H11 1.086, H12 1.001, H13 1.118
2 C -6.185 -38.435 4.353  C1 1.549, C3 1.544, H14 1.002, H15 0.982
3 C -5.663 -37.621 3.149  C2 1.544, N4 1.428, H16 1.019, H17 1.000
4 N -6.213 -36.312 3.002  C3 1.428, C5 1.571, C9 1.577, C10 1.508
5 C -5.705 -35.302 4.092  N4 1.571, C6 1.596, H18 1.107, H19 1.113
6 C -6.009 -33.758 3.826  C5 1.596, C7 1.462, H20 1.255, H21 1.072
7 C -5.493 -33.289 2.541  C6 1.462, C8 1.532, H22 1.165, H23 0.935
8 C -6.031 -34.159 1.401  C7 1.532, C9 1.594, H24 1.065, H25 1.092
9 C -5.602 -35.665 1.699  N4 1.577, C8 1.594, H26 1.145, H27 0.996
10 C -7.716 -36.191 3.029  N4 1.508, H28 1.060, H29 1.092, H30 1.177
11 H -5.651 -40.331 5.352  C1 1.086
12 H -4.687 -39.870 4.443  C1 1.001
13 H -5.995 -40.514 3.474  C1 1.118
14 H -5.906 -37.837 5.108  C2 1.002
15 H -7.166 -38.417 4.390  C2 0.982
16 H -5.712 -38.108 2.255  C3 1.019
17 H -4.669 -37.524 3.108  C3 1.000
18 H -4.601 -35.362 4.018  C5 1.107
19 H -5.961 -35.614 5.129  C5 1.113
20 H -5.466 -32.919 4.584  C6 1.255
21 H -7.057 -33.702 4.046  C6 1.072
22 H -4.328 -33.309 2.559  C7 1.165
23 H -5.862 -32.442 2.394  C7 0.935
24 H -5.576 -33.766 0.521  C8 1.065
25 H -7.116 -34.066 1.314  C8 1.092
26 H -4.494 -35.912 1.550  C9 1.145
27 H -6.028 -36.231 0.999  C9 0.996
28 H -8.228 -36.337 3.946  C10 1.060
29 H -8.312 -36.961 2.533  C10 1.092
30 H -8.290 -35.211 2.719  C10 1.177
31 C -8.838 -35.413 -0.699  O32 1.388, H33 1.096, H34 1.114, H35 0.970
32 O -8.576 -36.505 0.117  C31 1.388
33 H -8.879 -34.403 -0.276  C31 1.096
34 H -9.706 -35.526 -1.387  C31 1.114
35 H -8.199 -35.225 -1.404  C31 0.970
36 C -5.548 -36.850 -2.696  C37 1.554, H45 1.009, H46 1.141, H47 1.151
37 C -5.254 -38.209 -2.001  C36 1.554, O38 1.422, H48 1.018, H49 1.204
38 O -3.840 -38.328 -1.906  C37 1.422, C39 1.300
39 C -3.205 -38.452 -0.779  O38 1.300, O40 1.249, C41 1.587
40 O -3.750 -38.497 0.344  C39 1.249
41 C -1.638 -38.655 -0.927  C39 1.587, F42 1.424, F43 1.382, F44 1.353
42 F -1.191 -39.933 -0.483  C41 1.424
43 F -1.374 -38.382 -2.256  C41 1.382
44 F -1.001 -37.716 -0.191  C41 1.353
45 H -6.506 -36.590 -2.515  C36 1.009
46 H -5.079 -36.859 -3.736  C36 1.141
47 H -5.248 -35.851 -2.209  C36 1.151
48 H -5.767 -38.904 -2.539  C37 1.018
49 H -5.748 -38.054 -0.913  C37 1.204
50 C -12.258 -35.553 0.936  C51 1.463, H59 1.034, H60 1.034, H61 1.114
51 C -11.181 -35.173 1.851  C50 1.463, O52 1.385, H62 0.986, H63 1.176
52 O -11.826 -35.051 3.071  C51 1.385, C53 1.372
53 C -11.104 -34.775 4.204  O52 1.372, O54 1.236, C55 1.535
54 O -9.990 -34.240 4.180  C53 1.236
55 C -11.904 -34.932 5.505  C53 1.535, F56 1.431, F57 1.423, F58 1.401
56 F -11.808 -36.340 5.743  C55 1.431
57 F -11.281 -34.333 6.635  C55 1.423
58 F -13.237 -34.514 5.409  C55 1.401
59 H -12.111 -35.607 -0.087  C50 1.034
60 H -13.171 -35.079 1.038  C50 1.034
61 H -12.652 -36.564 1.189  C50 1.114
62 H -10.552 -34.536 1.439  C51 0.986
63 H -10.450 -36.090 1.937  C51 1.176
64 C -14.155 -33.916 -4.955  C65 1.624, H73 1.001, H74 1.170, H75 1.064
65 C -13.799 -34.023 -3.374  C64 1.624, O66 1.404, H76 1.073, H77 0.992
66 O -13.182 -35.246 -3.067  C65 1.404, C67 1.331
67 C -13.919 -36.354 -3.017  O66 1.331, O68 1.233, C69 1.571
68 O -15.134 -36.327 -3.226  C67 1.233
69 C -13.139 -37.613 -2.492  C67 1.571, F70 1.372, F71 1.339, F72 1.303
70 F -13.282 -38.671 -3.354  C69 1.372
71 F -11.827 -37.374 -2.370  C69 1.339
72 F -13.600 -37.975 -1.329  C69 1.303
73 H -13.288 -34.117 -5.414  C64 1.001
74 H -14.518 -32.816 -5.114  C64 1.170
75 H -14.912 -34.475 -5.452  C64 1.064
76 H -14.673 -33.878 -2.769  C65 1.073
77 H -13.214 -33.379 -2.898  C65 0.992
78 C -9.025 -39.231 -1.257  C79 1.485, H87 1.211, H88 1.126, H89 1.064
79 C -8.161 -39.850 -0.220  C78 1.485, O80 1.356, H90 1.154, H91 1.098
80 O -7.206 -40.658 -0.742  C79 1.356, C81 1.305
81 C -6.175 -41.030 -0.032  O80 1.305, O82 1.270, C83 1.582
82 O -5.972 -40.813 1.202  C81 1.270
83 C -5.140 -41.933 -0.815  C81 1.582, F84 1.336, F85 1.277, F86 1.413
84 F -5.523 -43.213 -0.831  C83 1.336
85 F -5.021 -41.452 -1.992  C83 1.277
86 F -3.945 -41.806 -0.072  C83 1.413
87 H -8.172 -38.638 -1.878  C78 1.211
88 H -9.774 -38.529 -0.796  C78 1.126
89 H -9.692 -39.695 -1.944  C78 1.064
90 H -8.830 -40.542 0.417  C79 1.154
91 H -7.897 -38.929 0.316  C79 1.098
92 C -9.819 -34.636 -4.581  C93 1.505, H101 1.110, H102 1.110, H103 1.104
93 C -9.831 -33.274 -3.943  C92 1.505, O94 1.419, H104 1.106, H105 1.030
94 O -10.361 -32.325 -4.855  C93 1.419, C95 1.362
95 C -10.673 -31.131 -4.280  O94 1.362, O96 1.225, C97 1.511
96 O -10.272 -30.743 -3.189  C95 1.225
97 C -11.429 -30.238 -5.237  C95 1.511, F98 1.458, F99 1.399, F100 1.335
98 F -11.793 -29.014 -4.533  C97 1.458
99 F -10.765 -29.954 -6.434  C97 1.399
100 F -12.555 -30.846 -5.617  C97 1.335
101 H -9.271 -35.262 -3.846  C92 1.110
102 H -9.205 -34.667 -5.506  C92 1.110
103 H -10.782 -35.118 -4.827  C92 1.104
104 H -8.770 -32.967 -3.886  C93 1.106
105 H -10.173 -33.230 -2.972  C93 1.030

Calculated values
Energy relative to the best compared isomer or geometry (same formula, charge and spin), kcal/mol: 36.6
Orbital gap, hartree: 0.2530
Total charge: 0
DFT total energy, hartree: -3551.86704
F_max, eV Å⁻¹: 8.3

Löwdin atomic charge list, values in e, 4 entries: C -0.041; C -0.144; C -0.147; N -0.184